(1)
DFT (the ωB97M-V functional and the def2-TZVPD basis) results for a cluster of 2 separate species, CH5OPS in total.

net charge: 0
SMILES string: O=P.CS
maximum force: 0.06126 Eh/bohr
total energy: -23287.9074 eV
HOMO energy: -9.04 eV
ΔE to the lowest compared entry with this formula, charge and spin: 224.8 kJ/mol
lowest unoccupied orbital energy: -0.9176 eV
frontier orbital gap: 0.2985 Ha

Geometry as XYZ:
```
9
CH5OPS | the OMol25 dataset | the ωB97M-V functional and the def2-TZVPD basis
O 2.75403 0.43569 0.84691
P 2.39737 0.89845 -0.47705
H 2.33052 -0.50935 -1.23429
C -1.13290 0.09478 0.58087
S -0.70156 -0.29181 -1.04175
H -2.09201 0.55669 0.54110
H -0.34402 0.70240 1.03631
H -1.36111 -0.86166 1.13646
H -1.85032 -1.02519 -1.38855
```

(2)
DFT (the ωB97M-V functional and the def2-TZVPD basis) results for an isolated molecule of C23H21N3O3.

net charge: 0
SMILES string: Cc1ccc2c(c1)OC(N)=C1C(=O)N(CCc3c[nH]c4ccccc34)C(=O)C[C@@H]12
maximum force: 0.09720 Eh/bohr
total energy: -34803.4773 eV
HOMO energy: -7.66 eV
ΔE to the lowest compared entry with this formula, charge and spin: 296.5 kJ/mol
lowest unoccupied orbital energy: 0.6644 eV
frontier orbital gap: 0.3059 Ha

Geometry as XYZ:
```
50
C23H21N3O3 | the OMol25 dataset | the ωB97M-V functional and the def2-TZVPD basis
C -1.51625 6.58993 -2.85087
C -1.24799 5.34957 -1.98264
C 0.01548 4.81231 -2.03910
C 0.24935 3.60173 -1.33778
C -0.73643 2.91960 -0.63069
C -1.97928 3.45314 -0.65132
C -2.32243 4.66246 -1.26675
O -3.10517 2.81749 -0.10519
C -2.96552 1.49699 0.32777
N -4.09379 0.79121 0.46772
C -1.79188 0.83457 0.45502
C -1.57991 -0.49572 0.86459
O -2.34029 -1.36041 0.46341
N -0.60536 -0.64541 1.85923
C -0.60418 -1.99731 2.56089
C -0.24581 -3.24513 1.75320
C 1.25687 -3.31141 1.45752
C 2.25350 -2.56888 2.04797
N 3.41868 -2.97457 1.36000
C 3.06606 -3.84691 0.29903
C 3.87240 -4.30986 -0.71289
C 3.32349 -5.18720 -1.65393
C 2.03499 -5.56452 -1.49218
C 1.19189 -5.00096 -0.50266
C 1.72651 -4.07155 0.39022
C 0.43557 0.27434 2.00339
O 1.13890 0.06269 2.92437
C 0.47030 1.63360 1.17846
C -0.51670 1.54355 0.03353
H -0.94375 6.56392 -3.81884
H -2.56208 6.68436 -3.00069
H -1.11604 7.50468 -2.39206
H 0.79926 5.22000 -2.65357
H 1.18908 3.25510 -1.53502
H -3.34787 4.86971 -1.45294
H -4.83400 1.19621 -0.11533
H -4.01320 -0.23251 0.32540
H -1.66249 -2.00976 2.81638
H 0.03377 -1.97107 3.55116
H -0.61983 -4.15906 2.20064
H -0.73841 -3.23490 0.84160
H 2.19299 -1.90416 2.89167
H 4.37253 -2.48633 1.34441
H 4.88674 -3.92743 -0.82174
H 3.94904 -5.55954 -2.49661
H 1.76618 -6.23237 -2.34054
H 0.13098 -5.12568 -0.45738
H 1.48862 1.89214 0.79598
H 0.16999 2.48106 1.80377
H 0.05552 0.91234 -0.70657
```

(3)
DFT (the ωB97M-V functional and the def2-TZVPD basis) results for a cluster of 23 separate species, C32H84N20O46 in total.

net charge: 0
maximum force: 0.10281 Eh/bohr
total energy: -158475.4751 eV
HOMO energy: -9.84 eV
lowest unoccupied orbital energy: -0.9207 eV
frontier orbital gap: 0.3279 Ha

Geometry as XYZ:
```
182
C32H84N20O46 | the OMol25 dataset | the ωB97M-V functional and the def2-TZVPD basis
C -0.97927 -5.81383 -2.16548
N -2.39835 -6.36401 -2.10238
O -2.90077 -6.69856 -3.18970
O -2.94612 -6.51200 -1.00834
H -0.70508 -5.37386 -1.20665
H -0.98472 -5.02390 -2.91654
H -0.23200 -6.57532 -2.38868
C 5.29245 3.76560 3.67115
N 6.26459 3.43541 4.72761
O 6.24542 4.13429 5.75150
O 7.02159 2.53680 4.52022
H 4.32815 3.63354 4.16184
H 5.41234 3.07739 2.83443
H 5.53133 4.76520 3.30805
C -3.07093 -5.13579 1.99681
N -3.16607 -4.00246 1.07835
O -2.32923 -4.01177 0.18479
O -4.01134 -3.12597 1.26203
H -2.09545 -5.58160 1.80242
H -3.81488 -5.85440 1.65294
H -3.27934 -4.82635 3.02098
C -1.55931 6.86745 2.03473
N -1.01360 5.76778 1.27305
O 0.19123 5.64060 1.19478
O -1.83878 4.98131 0.77428
H -2.31476 6.42781 2.68597
H -1.94203 7.52160 1.25133
H -0.69550 7.43130 2.38687
C 4.65301 -1.69754 4.30167
N 4.71604 -0.32240 3.68926
O 3.76208 0.46155 3.77785
O 5.64927 -0.01458 2.96390
H 4.89721 -2.42768 3.53007
H 3.67401 -1.94705 4.71083
H 5.39609 -1.68398 5.09900
C 6.11142 1.80813 -3.26686
N 4.89915 1.28284 -3.97960
O 3.99278 0.76082 -3.32986
O 4.95820 1.33484 -5.15043
H 6.35412 2.74789 -3.76290
H 6.83494 1.00729 -3.41941
H 5.87593 1.90523 -2.20704
C 8.43852 2.48222 0.18637
N 7.36537 3.33399 -0.38479
O 7.53143 3.74669 -1.55838
O 6.29812 3.54201 0.20537
H 8.93891 1.80504 -0.50582
H 8.03661 1.86013 0.98610
H 9.22737 3.10312 0.61098
C 7.94703 -2.15397 -0.27979
N 6.51156 -1.77710 -0.38265
O 5.66771 -2.62221 -0.23975
O 6.27625 -0.61341 -0.62467
H 7.98335 -3.00143 0.40476
H 8.56088 -1.39278 0.20175
H 8.28369 -2.34408 -1.29892
C 3.39942 -4.78143 0.30675
N 2.38949 -5.87145 0.51611
O 1.64297 -5.78063 1.52874
O 2.33000 -6.79174 -0.32914
H 3.04451 -3.92326 -0.26393
H 4.17928 -5.14043 -0.36485
H 3.71856 -4.40034 1.27681
C -0.13242 -6.83152 5.02792
N 1.16144 -6.10476 4.82036
O 2.23065 -6.66862 4.94910
O 1.04559 -4.93193 4.69856
H -0.82437 -6.70419 4.19540
H -0.67270 -6.41144 5.87629
H 0.09522 -7.87682 5.23680
C 0.49976 -1.64100 4.92158
N -0.77879 -1.76627 4.18231
O -1.11969 -0.93086 3.36264
O -1.44691 -2.78418 4.32670
H 0.50434 -0.64078 5.35476
H 1.33387 -1.75652 4.22948
H 0.45749 -2.30826 5.78244
C -4.10086 -1.66338 -2.53475
N -4.36789 -2.47835 -3.75207
O -3.93616 -3.63043 -3.74990
O -5.04575 -2.04779 -4.64656
H -4.73352 -0.78415 -2.41312
H -3.05990 -1.34018 -2.52831
H -4.32949 -2.28934 -1.67220
C -0.33882 1.94585 3.02070
N -1.61898 2.54565 3.52994
O -1.57570 3.24008 4.55522
O -2.65082 2.22556 2.95814
H -0.01304 1.29553 3.83252
H 0.39421 2.69691 2.72629
H -0.37634 1.35540 2.10525
C -4.57076 -1.12248 4.17099
N -5.31400 -2.19613 4.82147
O -6.41205 -1.83597 5.20015
O -4.76772 -3.19166 5.24671
H -4.34930 -0.34337 4.90040
H -5.32432 -0.75966 3.47198
H -3.67243 -1.54974 3.72540
C -6.59312 3.69600 -3.66853
N -5.22026 3.83572 -3.09552
O -4.54087 2.82710 -3.00101
O -4.81411 4.94793 -2.69842
H -6.89554 4.67040 -4.05216
H -7.34897 3.52633 -2.90172
H -6.65424 2.91109 -4.42237
C 2.99141 3.69519 0.86041
N 3.58095 5.02686 0.48243
O 3.52934 5.90802 1.36421
O 3.86803 5.15747 -0.70760
H 3.14340 3.60412 1.93591
H 3.39688 2.82898 0.33758
H 1.92479 3.88866 0.74639
C -1.50605 2.63439 -1.54901
N -0.09721 3.06559 -1.16310
O 0.52897 2.33628 -0.42000
O 0.31254 4.15113 -1.50967
H -1.33169 1.73289 -2.13637
H -1.99311 3.44509 -2.09089
H -2.01362 2.46658 -0.59911
C 3.68696 -3.31483 -4.05334
N 3.07343 -4.62815 -3.75026
O 3.12565 -5.45428 -4.64487
O 2.53906 -4.77810 -2.67528
H 4.49237 -3.40818 -4.78184
H 4.21107 -2.98832 -3.15512
H 3.00407 -2.57783 -4.47595
C 0.86958 -0.21972 -5.07530
N -0.18098 -0.89179 -4.27832
O -1.03757 -0.17551 -3.70853
O -0.10287 -2.13416 -4.24317
H 1.80623 -0.77380 -5.01379
H 0.97444 0.80921 -4.73119
H 0.49817 -0.14665 -6.09746
C -4.50555 1.56599 0.18326
N -5.78513 1.51216 0.95055
O -5.93481 0.58468 1.75934
O -6.58060 2.41367 0.81353
H -4.85213 1.35356 -0.82811
H -3.75552 0.84521 0.50888
H -4.22151 2.61480 0.09707
O 2.09093 -1.29058 1.46843
C 1.94412 -1.05163 0.25155
O 1.02322 -1.53572 -0.56413
C -0.15464 -1.86284 -0.00878
C -1.19492 -0.67377 0.00390
C 2.93392 -0.20527 -0.50313
H -0.13143 -2.22662 1.01846
H -0.61520 -2.66617 -0.58379
H -0.75554 0.20323 0.47918
H -2.10306 -0.94232 0.54359
H -1.58896 -0.43982 -0.98510
H 3.91178 -0.35795 -0.04643
H 2.62200 0.81967 -0.30234
H 2.93542 -0.39248 -1.57693
O -0.09492 3.39600 -4.38428
C 0.27882 4.40906 -4.97106
O 1.51491 4.69328 -5.32142
C 2.57736 3.85179 -4.93696
C 3.21188 4.40661 -3.61324
C -0.78498 5.42568 -5.46034
H 3.23634 3.91216 -5.80310
H 2.35678 2.79134 -4.81488
H 3.20993 5.49233 -3.51674
H 4.18857 4.00463 -3.34384
H 2.62603 3.97606 -2.80114
H -1.43335 5.59577 -4.60080
H -1.31743 4.94043 -6.27834
H -0.31937 6.33713 -5.83526
O -11.17501 -0.04180 0.34105
C -10.00202 0.34947 0.59294
O -9.03131 -0.31967 1.22438
C -9.07531 -1.72435 1.42934
C -7.64843 -2.29811 1.46777
C -9.49270 1.76807 0.14783
H -9.51900 -2.07944 0.49921
H -9.70392 -2.06626 2.25156
H -7.69245 -3.38720 1.46116
H -7.08760 -1.96892 2.34252
H -6.94873 -2.04824 0.67022
H -10.36633 2.38541 -0.06138
H -8.89853 1.71001 -0.76414
H -8.86402 2.25103 0.89590
```

(4)
DFT (the ωB97M-V functional and the def2-TZVPD basis) results for the ion C3H6N3 with charge +1.

net charge: +1
maximum force: 0.08187 Eh/bohr
total energy: -7666.3096 eV
HOMO energy (alpha / beta): -14.90 / -15.06 eV
ΔE to the lowest compared entry with this formula, charge and spin: 488.9 kJ/mol
lowest unoccupied orbital energy (alpha / beta): -6.3574 / -7.8523 eV
frontier orbital gap (alpha / beta): 0.3141 / 0.2648 Ha

Geometry as XYZ:
```
12
C3H6N3 | the OMol25 dataset | the ωB97M-V functional and the def2-TZVPD basis
C 1.79833 0.35979 0.17713
C -1.26645 -0.58144 0.63870
C -0.55315 0.35030 -0.32199
N 1.77510 -0.91529 0.15918
N 0.63078 1.08283 -0.11086
N -0.56496 -1.01971 -0.45377
H 2.63546 0.93290 0.40502
H -0.89289 -0.75237 1.61837
H -2.37180 -0.63556 0.46262
H -1.20614 0.98012 -1.05837
H 0.63822 1.98141 -0.48986
H -0.62251 -1.78298 -1.02617
```

(5)
DFT (the ωB97M-V functional and the def2-TZVPD basis) results for a structure of composition C4H12NPS2.

net charge: 0
maximum force: 0.09839 Eh/bohr
total energy: -36786.5216 eV
HOMO energy (alpha / beta): -5.21 / -7.68 eV
ΔE to the lowest compared entry with this formula, charge and spin: 381.3 kJ/mol
spin multiplicity: 3
lowest unoccupied orbital energy (alpha / beta): 0.6353 / -3.4570 eV
frontier orbital gap (alpha / beta): 0.2146 / 0.1551 Ha
expectation value of S²: 2.01

Geometry as XYZ:
```
20
C4H12NPS2 | the OMol25 dataset | the ωB97M-V functional and the def2-TZVPD basis
C 1.68818 2.49243 0.52534
C -0.45419 -3.01421 -0.20076
C -1.65491 0.47653 -1.36477
C 0.83304 1.22357 0.83190
N -0.49543 -1.73845 0.49835
P 0.92305 -0.22527 -0.40363
S 2.67808 -0.92962 -0.82858
S -0.02089 0.33136 -2.12493
H 1.31869 2.99514 -0.25597
H 1.54574 3.05495 1.35187
H 2.75759 2.20318 0.21281
H -0.82835 -2.95195 -1.14954
H 0.61183 -3.31708 -0.41505
H -1.13796 -3.83775 0.19607
H -2.45230 0.11845 -2.11791
H -2.00422 1.56027 -1.11228
H -1.56862 -0.06939 -0.51628
H -0.27573 1.29048 0.85530
H 1.34574 0.65608 1.74374
H -0.07583 -1.73077 1.39233
```

(6)
DFT (the ωB97M-V functional and the def2-TZVPD basis) results for the ion C5H12NS2 with charge -1.

net charge: -1
SMILES string: [S-]CCCNCCS
maximum force: 0.04028 Eh/bohr
total energy: -28539.9726 eV
HOMO energy: -2.32 eV
ΔE to the lowest compared entry with this formula, charge and spin: 71.9 kJ/mol
lowest unoccupied orbital energy: 2.9941 eV
frontier orbital gap: 0.1952 Ha

Geometry as XYZ:
```
20
C5H12NS2 | the OMol25 dataset | the ωB97M-V functional and the def2-TZVPD basis
S -2.22289 -3.28029 1.02847
C -1.08840 -1.90744 0.77421
C -1.79984 -0.54749 0.60160
C -1.28980 0.34238 -0.54293
N -0.14589 1.20193 -0.07273
C 0.98089 1.28349 -0.96134
C 2.36991 1.01291 -0.39980
S 2.57856 -0.56205 0.48978
H -0.58025 -2.04043 -0.18813
H -0.42076 -1.88682 1.64011
H -2.84536 -0.69357 0.32989
H -1.81874 0.04504 1.50748
H -0.98403 -0.24437 -1.40560
H -2.08562 1.06663 -0.72237
H 0.12102 0.77338 0.80373
H 0.99565 0.65575 -1.87314
H 0.93332 2.25225 -1.48760
H 3.08528 1.21879 -1.19210
H 2.68642 1.73695 0.36254
H 1.53051 -0.42704 1.30792
```

(7)
DFT (the ωB97M-V functional and the def2-TZVPD basis) results for a structure of composition C29H35AsBCoN3O3P.

net charge: +1
maximum force: 0.04593 Eh/bohr
total energy: -149678.5588 eV
HOMO energy (alpha / beta): -10.27 / -10.27 eV
ΔE to the lowest compared entry with this formula, charge and spin: 87.8 kJ/mol
spin multiplicity: 4
lowest unoccupied orbital energy (alpha / beta): -2.7825 / -3.6457 eV
frontier orbital gap (alpha / beta): 0.2750 / 0.2433 Ha
expectation value of S²: 3.76

Geometry as XYZ:
```
74
C29H35AsBCoN3O3P | the OMol25 dataset | the ωB97M-V functional and the def2-TZVPD basis
Co 2.34738 -1.38280 -0.05902
C 6.88778 -4.24510 0.11158
O 6.20038 -3.16920 -0.51442
C 4.94238 -2.86570 -0.24862
O 4.44458 -1.88840 -0.76992
N 4.23648 -3.68600 0.58138
N 2.91238 -3.35520 0.93118
H 7.91978 -4.14280 -0.21882
H 6.50518 -5.21630 -0.21322
H 6.85878 -4.17540 1.20248
H 4.66178 -4.50450 0.99778
H 2.82058 -3.30390 1.94698
H 2.26378 -4.04990 0.55528
O 2.18338 -2.56100 -2.04572
H 2.94608 -2.23000 -2.53362
H 1.41588 -2.46160 -2.61902
B 3.76818 2.66970 0.19728
C 3.36978 1.24160 0.52258
N 2.98458 0.15800 0.72518
H 4.62708 2.62660 -0.64052
H 2.77928 3.21380 -0.20612
H 4.24758 3.20690 1.14898
C -0.56602 0.64040 0.60328
C -0.75692 0.47460 2.09638
As -1.97982 1.86200 2.86888
C -1.23352 3.52220 2.15448
C 0.12298 3.72370 1.92468
C 0.58798 4.95610 1.49618
C -0.29372 6.00790 1.30928
C -1.64412 5.82840 1.56588
C -2.10532 4.59920 1.99868
C -3.43122 1.53710 1.57408
C -3.59182 2.22680 0.37768
C -4.61922 1.89670 -0.49112
C -5.49872 0.87430 -0.17562
C -5.34042 0.17280 1.00858
C -4.31412 0.50490 1.87488
P 0.11358 -0.87690 -0.21102
C -0.00892 -0.34490 -1.94732
C 0.66078 0.82780 -2.29552
C 0.64738 1.27640 -3.60192
C -0.00242 0.54400 -4.58362
C -0.63922 -0.64030 -4.24922
C -0.64102 -1.08940 -2.93872
C -1.27252 -2.02670 0.05328
C -1.02862 -3.20460 0.75058
C -2.06042 -4.08610 1.01518
C -3.34262 -3.79180 0.58278
C -3.59592 -2.60930 -0.09412
C -2.56712 -1.72520 -0.35892
H 0.11038 1.46900 0.38368
H -1.52642 0.84300 0.11278
H 0.20218 0.49110 2.61868
H -1.22732 -0.48950 2.32138
H 0.82978 2.91840 2.08848
H 1.64378 5.09690 1.31608
H 0.07218 6.97100 0.98508
H -2.33442 6.64940 1.43778
H -3.15942 4.46250 2.22048
H -2.91942 3.03800 0.12348
H -4.73442 2.44070 -1.41822
H -6.30972 0.63040 -0.84662
H -6.02012 -0.62760 1.26088
H -4.19452 -0.03150 2.81018
H 1.20218 1.38570 -1.54372
H 1.14858 2.19880 -3.85082
H -0.01342 0.89940 -5.60272
H -1.14172 -1.21730 -5.01042
H -1.14332 -2.01370 -2.68712
H -0.01962 -3.41760 1.08328
H -1.86912 -5.00340 1.55058
H -4.14512 -4.48070 0.78938
H -4.59512 -2.37180 -0.42412
H -2.77792 -0.80010 -0.87762
```

(8)
DFT (the ωB97M-V functional and the def2-TZVPD basis) results for an isolated molecule of C14H18N2.

net charge: 0
SMILES string: Cc1ccc2nc(C3CCCCC3)[nH]c2c1
maximum force: 0.22730 Eh/bohr
total energy: -17782.9949 eV
HOMO energy: -8.06 eV
ΔE to the lowest compared entry with this formula, charge and spin: 596.9 kJ/mol
lowest unoccupied orbital energy: 0.7763 eV
frontier orbital gap: 0.3247 Ha

Geometry as XYZ:
```
34
C14H18N2 | the OMol25 dataset | the ωB97M-V functional and the def2-TZVPD basis
C 3.34161 -0.82175 -4.39436
C 2.22668 -0.73210 -3.25941
C 1.07354 -1.34076 -3.57548
C 0.04268 -1.38409 -2.76321
C 0.27455 -0.76559 -1.51671
N -0.24287 -0.80138 -0.25900
C 0.37718 -0.09283 0.57655
C -0.11115 0.50398 1.95641
C -0.89337 1.62395 1.86121
C -1.86783 1.99296 2.92572
C -2.90947 0.84881 2.82561
C -2.47822 -0.30409 2.24697
C -1.07290 -0.76408 2.54397
N 1.55558 0.47090 0.09524
C 1.56113 -0.17563 -1.15488
C 2.40852 -0.18623 -2.07550
H 3.58703 -1.68218 -4.82784
H 4.19663 -0.27699 -4.14211
H 3.03534 -0.19033 -5.35362
H 0.78901 -1.98039 -4.69032
H -0.93239 -1.90603 -3.02619
H 0.81837 0.27560 2.58073
H -1.22919 1.91961 0.97180
H -0.21041 2.40512 1.85636
H -2.40065 3.00404 2.83958
H -1.39713 1.69893 3.99526
H -3.84545 1.31066 2.18560
H -3.39581 0.55715 3.80421
H -2.65216 -0.21930 0.97311
H -3.21116 -1.37629 2.38408
H -1.07901 -1.70799 2.14610
H -1.03915 -0.87810 3.62151
H 2.26349 0.71208 0.66524
H 3.41699 0.26232 -2.01662
```